1.
Molecular formula: C17H35BrNO3
Method: DFT, ωB97M-V with the def2-TZVPD basis set

Structure (XYZ):
```
57
Properties=species:S:1:pos:R:3:forces:R:3
Br 1.47312 -0.21175 -4.98342 -0.1 0.0 -0.1
C -0.37584 0.08630 -4.85015 1.6 -0.6 -0.1
C -1.24251 -0.95879 -4.66729 0.2 -1.1 0.0
C -2.58229 -0.71879 -4.53028 -0.1 -1.1 0.2
C -3.01105 0.55800 -4.58326 -1.4 0.5 0.1
N -2.14931 1.54490 -4.79413 -0.2 0.9 0.0
C -0.83617 1.35232 -4.93133 0.0 0.8 0.0
H -0.86741 -1.97085 -4.63012 0.1 -0.1 0.0
H -3.27870 -1.52210 -4.35649 -0.1 0.0 0.0
H -4.05714 0.79229 -4.45816 0.0 0.3 0.0
H -2.51340 2.49063 -4.84148 0.1 0.0 0.0
H -0.17512 2.19017 -5.07794 -0.2 0.2 0.0
C 1.17293 0.90783 -1.18852 0.0 0.0 0.0
C 0.73246 -0.46493 -0.70543 0.0 0.1 0.1
O 1.68295 -1.48271 -0.92947 -0.1 -0.1 -0.2
C 2.94745 -1.31224 -0.30057 0.1 0.1 0.1
C 2.87802 -1.22277 1.21255 -0.1 0.0 0.0
H 1.41302 0.87206 -2.25306 0.0 0.0 0.0
H 0.37671 1.63804 -1.02795 0.0 0.0 0.0
H 2.05937 1.26530 -0.66534 0.0 0.0 0.1
H -0.16137 -0.76922 -1.25705 0.0 -0.1 0.0
H 0.44716 -0.42998 0.35141 0.0 0.1 0.0
H 3.46334 -0.44045 -0.71829 0.0 0.0 0.0
H 3.53608 -2.18448 -0.58296 -0.1 0.0 -0.1
H 2.30171 -0.35784 1.54637 0.1 0.1 0.0
H 3.88043 -1.13615 1.63334 0.0 0.0 0.0
H 2.40279 -2.11346 1.62589 0.0 0.0 0.0
C 4.63608 2.35773 3.86453 0.1 0.0 0.0
C 4.17981 0.99187 4.35061 0.0 0.1 0.0
O 5.11504 -0.04302 4.11109 -0.1 -0.2 -0.2
C 6.38719 0.10715 4.72055 0.1 0.1 0.1
C 6.33868 0.19314 6.23599 -0.1 0.0 0.0
H 4.85961 2.32681 2.79650 0.0 0.0 0.0
H 3.85591 3.09986 4.03879 0.0 0.0 0.0
H 5.53591 2.69552 4.37924 0.0 0.0 0.1
H 3.27579 0.70607 3.81069 0.0 -0.1 0.0
H 3.91015 1.02794 5.41156 0.0 0.0 0.0
H 6.91061 0.97227 4.29889 0.0 0.0 0.0
H 6.95927 -0.77364 4.42878 -0.1 0.0 -0.1
H 5.78123 1.06509 6.58047 0.1 0.0 0.0
H 7.34870 0.26223 6.64054 0.0 0.0 0.0
H 5.85631 -0.69238 6.65234 0.0 0.0 0.0
C -4.46529 -1.31950 -0.00787 -0.1 -0.1 0.0
C -4.81342 -0.38265 -1.15117 0.0 0.0 0.2
O -5.78807 -0.88723 -2.04497 0.2 0.0 -0.3
C -7.06126 -1.18724 -1.48424 -0.2 0.0 0.1
C -7.75005 0.00653 -0.84834 0.2 0.1 0.0
H -4.11967 -2.28022 -0.39271 0.0 0.0 0.0
H -3.67814 -0.88554 0.60971 0.0 0.0 0.0
H -5.32325 -1.51224 0.63551 0.0 0.1 0.0
H -3.91832 -0.21672 -1.75832 0.0 0.0 -0.1
H -5.11683 0.59834 -0.76876 0.0 0.0 0.1
H -6.97445 -2.01261 -0.77118 0.0 0.0 0.0
H -7.66768 -1.55505 -2.31134 0.1 0.0 -0.1
H -7.18381 0.40848 -0.00710 -0.1 -0.1 0.1
H -8.73393 -0.28180 -0.47953 0.0 0.0 0.0
H -7.87333 0.80946 -1.57706 0.0 0.0 0.0
```
Positions in Å, forces in eV/Å.

- Total charge: +1
- Highest occupied orbital energy: -11.084 eV
- ΔE to the lowest compared entry with this formula, charge and spin: 17.7 kJ/mol
- Orbital gap: 6.44 eV
- E_tot: -3522.92807 Ha

***

2.
Molecular formula: C17H35N2O6S4
Method: DFT, ωB97M-V with the def2-TZVPD basis set

Structure (XYZ):
```
64
Properties=species:S:1:pos:R:3:forces:R:3
C -2.17106 -2.87591 0.47431 0.5 0.1 0.0
C -1.86913 -2.31290 -1.06732 -0.3 -1.3 1.4
S -0.99384 -0.64488 -0.82424 -0.8 -0.9 -0.5
C 0.53758 -0.86256 0.25894 2.8 0.4 1.6
N 0.69442 0.18453 1.33774 -1.2 -2.1 -0.5
C -0.20248 -0.07502 2.52893 0.7 1.9 -0.4
C -1.45639 1.01733 2.48844 -2.2 -3.0 0.7
N -2.75408 0.58179 2.59810 4.6 1.6 -0.5
H -2.63885 -1.95612 1.05033 0.7 -2.0 -1.1
H -2.84200 -3.83630 0.48711 1.3 2.1 0.0
H -1.16648 -3.13322 1.04786 -2.0 0.6 -1.4
H -1.21583 -3.08774 -1.68400 -1.4 1.6 1.2
H -2.93829 -2.19062 -1.58148 2.5 0.0 0.9
H 1.46720 -0.71718 -0.47819 -2.1 -0.3 1.5
H 0.65353 -1.95848 0.69151 -0.7 1.7 -1.0
H 0.42107 0.21488 3.50426 -1.3 -0.6 -1.7
H -0.57369 -1.17560 2.64460 0.2 1.8 -0.2
H -1.12674 2.15217 2.35442 -1.1 -2.5 0.2
H -2.71249 -0.46536 2.69179 0.2 1.2 -0.1
C 1.95364 3.53859 -0.72519 0.2 -0.2 0.2
C 3.13604 3.94361 -1.60410 0.3 0.3 0.0
C 3.18628 2.97163 -2.78173 0.6 0.2 -0.1
S 1.50873 2.41523 -3.04228 -0.4 -0.3 0.3
O 1.44213 0.99922 -2.74794 0.1 0.6 -0.6
O 1.00814 2.97399 -4.28230 0.1 -0.4 0.0
C 0.79034 3.30969 -1.67865 -0.3 0.2 0.4
H 1.71881 4.30574 0.01843 0.0 -0.2 -0.1
H 2.19041 2.61025 -0.19174 -0.2 0.1 0.0
H 2.98225 4.96439 -1.97461 0.0 -0.1 0.0
H 4.07708 3.93574 -1.04526 -0.4 0.1 -0.4
H 3.55278 3.45791 -3.68932 -0.1 -0.2 0.0
H 3.80170 2.09722 -2.55298 -0.2 0.0 -0.1
H -0.02010 2.72827 -1.23581 0.1 -0.1 -0.2
H 0.40610 4.25808 -2.06591 0.0 -0.1 -0.1
C 6.08233 2.31205 3.49960 -0.2 0.0 0.2
C 5.97627 0.98761 2.74514 0.1 -0.3 0.2
C 5.31332 1.27803 1.39970 -0.2 -0.6 0.0
S 5.72135 2.96994 0.99647 0.1 -0.2 0.0
O 4.50277 3.75170 1.00282 0.7 -0.1 0.1
O 6.64634 2.98453 -0.11916 -0.5 0.3 0.1
C 6.62288 3.31752 2.49382 0.3 0.2 0.5
H 6.73309 2.22979 4.37503 -0.1 0.0 -0.1
H 5.08841 2.62214 3.84369 0.1 0.0 0.0
H 6.98116 0.57998 2.58089 -0.1 0.1 0.0
H 5.40890 0.24309 3.31231 0.1 0.1 -0.2
H 5.68933 0.61678 0.61491 -0.2 0.3 0.0
H 4.22470 1.19811 1.46439 0.0 0.1 -0.1
H 6.46273 4.35434 2.79437 0.0 -0.1 -0.2
H 7.68419 3.14260 2.29364 -0.1 0.0 -0.1
C -7.74388 -4.32642 -2.11840 -0.3 0.0 0.0
C -6.96420 -3.02274 -2.28306 0.0 0.1 -0.3
C -6.12239 -2.82950 -1.02288 0.0 0.7 -0.2
S -5.79121 -4.46600 -0.38740 0.6 -0.1 0.1
O -6.45466 -4.60639 0.89176 0.3 -0.1 -0.3
O -4.38680 -4.77350 -0.57053 -0.9 -0.2 0.2
C -6.73641 -5.34857 -1.61348 -0.4 -0.3 -0.4
H -8.20402 -4.64590 -3.05799 0.0 0.0 0.1
H -8.54215 -4.18894 -1.37927 0.1 -0.1 -0.1
H -6.30684 -3.09893 -3.15772 -0.1 0.0 0.1
H -7.63093 -2.17040 -2.44703 0.1 -0.1 0.0
H -5.17705 -2.32741 -1.24368 -0.1 -0.1 0.3
H -6.66993 -2.27302 -0.25724 0.2 -0.2 0.0
H -7.20358 -6.22670 -1.16445 0.2 0.1 0.1
H -6.05054 -5.65217 -2.41001 0.0 0.0 0.2
```
Positions in Å, forces in eV/Å.

- Total charge: -1
- Highest occupied orbital energy: -2.457 eV
- Orbital gap: 4.62 eV
- E_tot: -2822.27939 Ha

***

3.
Molecular formula: C17H36F4N3O4
Method: DFT, ωB97M-V with the def2-TZVPD basis set

Structure (XYZ):
```
64
Properties=species:S:1:pos:R:3:forces:R:3
C -0.00427 -1.60145 2.21541 1.0 -0.7 -2.4
C 0.24208 -2.24917 1.01050 -1.4 -0.4 1.6
C -0.54426 -3.62845 0.78052 0.7 0.9 0.0
N 0.22457 -4.65155 1.51105 -2.3 -1.9 -0.7
C -0.31636 -5.95444 1.32248 2.3 3.3 0.7
F -0.29405 -6.66202 2.58495 -0.6 0.1 -1.4
F -1.65654 -5.99210 0.82145 1.0 -0.7 0.4
C 0.61494 -6.80916 0.34048 0.0 0.3 1.0
F 1.65700 -7.37654 1.11980 -1.3 0.5 -1.5
F 1.23477 -5.92056 -0.54629 -0.9 -1.7 0.6
H 0.67332 -0.75565 2.51594 -1.0 -0.7 -0.1
H -0.82725 -1.97550 2.88276 1.2 0.4 -0.6
H 0.97413 -1.90822 0.21083 -0.9 -0.5 1.5
H -1.61625 -3.49025 1.15863 1.1 0.0 -0.4
H -0.61269 -3.82507 -0.34744 0.0 0.3 1.0
H 0.02619 -7.61312 -0.20003 1.1 0.8 0.3
C -2.99138 3.65886 -1.19181 -0.2 0.0 0.2
O -4.28882 3.09491 -1.28356 0.3 0.2 -0.3
C -4.55997 2.45782 -2.53117 -0.4 -0.4 0.1
C -4.54984 0.93292 -2.39704 0.4 0.4 0.1
N -3.20289 0.42134 -2.16465 -0.2 0.0 0.0
C -3.14884 -0.96622 -1.68798 0.2 0.1 0.2
C -3.90579 -1.33241 -0.39974 0.3 -0.2 -0.1
O -3.35402 -0.78830 0.78629 -0.4 0.1 -0.1
C -3.66180 0.57128 1.02174 0.3 -0.3 0.2
H -2.98264 4.34094 -0.34002 -0.1 -0.1 0.0
H -2.23569 2.89082 -1.01101 0.2 0.0 -0.1
H -2.73324 4.22372 -2.09218 0.0 0.0 0.0
H -3.87706 2.79316 -3.32030 0.1 0.0 0.2
H -5.57031 2.76499 -2.81797 0.0 0.0 0.0
H -4.95331 0.49057 -3.31359 0.0 0.0 0.0
H -5.22706 0.68256 -1.57382 -0.2 0.0 -0.1
H -2.73828 1.00519 -1.48215 -0.1 0.0 0.0
H -2.09134 -1.19131 -1.51963 -0.1 -0.1 0.0
H -3.48922 -1.62279 -2.49492 -0.1 0.0 0.0
H -3.82995 -2.41697 -0.28895 0.1 0.0 0.0
H -4.97948 -1.11664 -0.46079 0.0 0.2 0.0
H -4.67523 0.83154 0.70383 0.0 0.0 -0.1
H -2.92406 1.21006 0.53122 -0.2 0.2 0.0
H -3.58165 0.75761 2.09467 0.0 -0.1 0.0
C 3.13159 3.95786 2.21769 -0.2 0.0 -0.2
O 3.41943 4.06453 0.83327 0.3 0.1 0.4
C 4.79348 3.86394 0.50676 0.0 -0.2 -0.5
C 5.02019 2.50192 -0.15415 -0.2 0.1 0.5
N 4.84616 1.40654 0.79490 0.0 0.1 -0.2
C 4.70572 0.08176 0.18003 -0.2 0.1 0.2
C 3.57880 -0.13860 -0.84413 0.1 -0.3 0.1
O 2.27128 -0.13305 -0.29750 0.3 0.3 -0.3
C 1.74309 1.15161 -0.02609 -0.2 -0.3 0.1
H 2.14424 4.38988 2.38824 0.1 0.0 -0.1
H 3.09778 2.91392 2.53772 0.1 0.0 0.2
H 3.85972 4.50469 2.82359 0.0 0.0 0.0
H 5.44626 3.99855 1.37694 -0.2 -0.1 0.1
H 5.05116 4.63943 -0.22089 0.0 0.0 0.0
H 6.03411 2.46828 -0.56566 0.0 0.0 0.0
H 4.31398 2.43291 -0.98803 0.1 0.1 -0.1
H 4.02327 1.58005 1.35645 0.1 0.0 -0.1
H 4.54158 -0.62147 1.00199 0.0 0.0 -0.1
H 5.66020 -0.18769 -0.28326 0.0 0.0 -0.1
H 3.72081 -1.14065 -1.25694 -0.1 0.0 0.1
H 3.64253 0.54405 -1.69968 0.0 0.2 0.1
H 2.04508 1.89315 -0.77076 0.1 0.0 0.1
H 2.03244 1.46804 0.97801 0.0 0.3 0.0
H 0.65361 1.07994 -0.03599 0.1 -0.2 0.0
```
Positions in Å, forces in eV/Å.

- Total charge: -1
- Highest occupied orbital energy: -2.592 eV
- Orbital gap: 4.87 eV
- E_tot: -1533.86712 Ha

***

Which formula does entry 1 have?
C17H35BrNO3

***

What is the highest occupied orbital energy in the second record?
-2.457 eV